1.
Below is a structure of composition B3CsH12, with properties calculated with ωB97M-V with the def2-TZVPD basis set.

Values from the calculation:
Energy (a.u.): -101.57379
Molecular weight (g mol⁻¹): 177.44
Multiplicity: 1
Lowest unoccupied orbital energy (eV): 3.10
Total charge: -2
HOMO-LUMO gap (eV): 5.82
Energy above the lowest of the compared OMol25 structures with the same formula, charge and spin (kJ/mol): 430.9

```
16
Properties=species:S:1:pos:R:3:forces:R:3:lowdin_charge:R:1
Cs -0.25582 -0.15292 1.59199 0.14 0.06 -0.54 0.86
B 1.07905 -4.84060 3.58462 -0.09 -0.06 -0.12 -0.46
H 1.41069 -5.10994 2.59380 1.49 -0.99 -4.06 -0.12
H 1.34564 -3.81964 3.81003 0.78 4.53 0.77 -0.13
H 0.02295 -5.05769 3.62678 -4.39 -0.65 0.42 -0.12
H 1.62533 -5.42620 4.30774 2.11 -2.60 2.97 -0.12
B -2.87142 3.76898 -1.02092 -0.08 -0.01 0.13 -0.46
H -1.95822 3.84058 -0.45068 3.81 0.22 2.42 -0.13
H -3.65760 4.30804 -0.51539 -3.44 1.96 2.22 -0.13
H -2.72194 4.23484 -1.98263 0.75 2.10 -3.86 -0.12
H -3.09766 2.74470 -1.27368 -1.17 -4.34 -0.60 -0.12
B 1.81251 1.09333 -2.85446 -0.12 -0.06 0.04 -0.46
H 2.16049 0.16596 -2.42652 1.52 -4.07 1.62 -0.13
H 0.83976 0.97845 -3.30703 -4.01 -0.54 -1.61 -0.11
H 1.79183 1.81935 -2.05653 -0.25 3.12 3.30 -0.12
H 2.47439 1.45275 -3.62711 2.95 1.35 -3.10 -0.12
```
Forces are in eV/Å.


2.
Below is a structure of composition C32H22IN8O2PdS, with properties calculated with ωB97M-V with the def2-TZVPD basis set.

Values from the calculation:
Energy (a.u.): -2644.00049
Molecular weight (g mol⁻¹): 815.97
Multiplicity: 1
Lowest unoccupied orbital energy (eV): -11.04
Total charge: +3
HOMO-LUMO gap (eV): 5.03
Energy above the lowest of the compared OMol25 structures with the same formula, charge and spin (kJ/mol): 0.0

```
67
Properties=species:S:1:pos:R:3:forces:R:3:lowdin_charge:R:1
Pd -0.07635 -0.08108 0.46666 0.02 -0.09 0.11 1.07
C -3.12073 2.61467 0.63042 -0.02 -0.02 0.00 0.02
O -2.41097 1.57104 -0.08921 0.02 -0.01 0.06 -0.08
C -2.32252 1.64373 -1.39283 -0.08 -0.01 -0.08 -0.21
C -2.85801 2.68206 -2.16035 0.03 0.01 0.00 0.04
C -2.87109 2.57324 -3.53042 -0.01 0.03 0.01 0.05
C -2.37218 1.43143 -4.21267 0.01 -0.03 -0.03 -0.01
C -1.84110 0.41160 -3.50043 -0.01 -0.01 -0.03 0.04
C -1.73897 0.50752 -2.07424 0.12 0.01 0.04 -0.15
N -1.12684 -0.45147 -1.36460 -0.20 0.13 -0.15 0.03
N -1.12181 -1.64059 -1.86740 0.11 -0.15 0.16 0.12
C -0.20727 -2.51528 -2.08834 -0.01 0.08 -0.07 -0.06
C 1.24939 -2.02924 -2.14891 0.05 0.06 0.10 -0.28
O 1.43698 -0.84312 -1.94947 -0.04 0.10 0.01 0.06
C 2.26933 -3.01425 -2.39209 0.02 -0.03 -0.05 0.03
C 1.92671 -4.29884 -2.58514 -0.01 0.00 0.00 0.06
C 0.55015 -4.78668 -2.55783 0.02 0.02 0.00 -0.14
C 0.28167 -6.12676 -2.77729 -0.01 -0.01 0.00 0.03
C -1.03325 -6.58950 -2.77185 0.00 -0.01 0.01 0.01
C -2.08996 -5.71632 -2.54871 0.00 -0.02 -0.01 -0.02
C -1.83713 -4.37361 -2.32504 0.01 0.05 0.02 0.01
C -0.52189 -3.90126 -2.31944 -0.01 -0.06 0.00 -0.11
H -2.61945 3.57185 0.49307 -0.03 0.01 -0.01 0.10
H -4.15051 2.66050 0.28158 0.00 0.00 0.02 0.12
H -3.09081 2.31290 1.67078 0.00 0.00 0.02 0.11
H -3.29394 3.54829 -1.68556 0.02 -0.01 -0.01 0.13
H -3.29966 3.38074 -4.11167 0.00 0.00 0.00 0.14
H -2.41800 1.39180 -5.29168 0.01 0.00 0.00 0.13
H -1.43270 -0.46125 -3.99257 -0.01 0.03 0.00 0.13
H 3.29339 -2.66987 -2.43215 0.00 -0.01 0.00 0.14
H 2.69998 -5.03192 -2.78468 0.00 0.00 0.01 0.14
H 1.09504 -6.81666 -2.96199 0.00 0.01 0.00 0.14
H -1.23023 -7.63750 -2.95456 0.00 0.00 0.00 0.13
H -3.10712 -6.08243 -2.56604 0.00 0.01 0.00 0.13
H -2.65769 -3.68041 -2.18463 0.00 -0.01 -0.01 0.12
S 1.05752 -3.68346 6.86047 0.05 -0.04 -0.03 1.14
N 0.00907 -3.98234 5.68025 -0.04 0.04 0.03 -0.19
C 0.20039 -3.05337 4.75594 0.03 -0.01 -0.01 -0.30
C -0.53554 -2.93712 3.51467 -0.01 0.00 0.01 -0.05
C -1.57844 -3.78565 3.13058 0.01 -0.01 -0.01 0.07
C -2.21191 -3.55894 1.92847 0.00 0.01 0.00 0.01
C -1.79098 -2.50772 1.12062 -0.01 0.00 0.00 -0.09
N -0.78891 -1.70310 1.46698 -0.01 0.02 -0.05 -0.02
C -0.17635 -1.89671 2.66117 0.01 0.01 0.00 -0.13
C 0.86169 -0.95031 3.00862 -0.02 0.00 -0.01 -0.13
N 1.08976 0.04523 2.11457 0.01 0.00 -0.04 -0.01
C 2.05071 0.93139 2.36601 -0.03 0.00 -0.01 -0.07
C 2.81083 0.88506 3.53140 0.00 0.00 0.00 0.02
C 2.57445 -0.10358 4.45910 0.01 -0.01 0.00 0.07
C 1.57915 -1.05147 4.19634 0.00 0.01 0.00 -0.05
C 1.23020 -2.14104 5.08456 0.01 -0.02 -0.02 -0.30
N 1.80000 -2.39538 6.25234 -0.04 0.04 0.03 -0.18
H -1.87453 -4.59566 3.78510 0.00 0.00 0.00 0.14
H -3.03511 -4.17868 1.60313 0.00 0.00 0.00 0.13
H -2.27893 -2.30616 0.17834 0.00 -0.01 0.02 0.10
H 2.22128 1.69613 1.62457 -0.02 0.02 -0.01 0.11
H 3.57664 1.63112 3.68842 0.00 0.00 0.00 0.13
H 3.14252 -0.16729 5.37850 0.00 0.00 0.00 0.14
I 0.58757 5.93474 -0.47928 -0.01 0.00 0.00 0.99
C 0.82779 3.89914 -0.64830 0.01 -0.02 0.00 -0.76
C 1.59011 3.20207 -1.56924 0.04 0.00 0.00 -0.08
N 1.43516 1.89560 -1.31492 0.04 -0.10 0.00 0.04
N 0.61297 1.69763 -0.27274 -0.05 0.01 0.03 -0.13
C 0.24353 2.91237 0.14498 0.04 -0.01 0.01 -0.20
H 2.23066 3.54910 -2.36377 0.00 0.00 0.00 0.14
H 1.87148 1.09731 -1.75806 -0.05 -0.01 -0.06 0.13
H -0.41051 3.02686 0.99434 0.05 0.00 0.00 0.12
```
Forces are in eV/Å.


3.
Below is the molecule C5H3N, with properties calculated with ωB97M-V with the def2-TZVPD basis set.

Values from the calculation:
Energy (a.u.): -246.87069
Molecular weight (g mol⁻¹): 77.09
Multiplicity: 1
Lowest unoccupied orbital energy (eV): -1.85
HOMO-LUMO gap (eV): 8.49
Energy above the lowest of the compared OMol25 structures with the same formula, charge and spin (kJ/mol): 292.3

```
9
Properties=species:S:1:pos:R:3:forces:R:3:lowdin_charge:R:1
C -0.39317 -0.88325 -0.01553 1.13 -0.64 -2.26 -0.08
C -0.31185 -0.66101 -1.33250 -0.69 -1.06 2.95 -0.24
C -0.27040 -0.39044 -2.54502 0.07 0.46 -2.54 0.11
C 0.16983 0.11909 0.88983 -1.14 1.98 2.11 -0.17
C 0.65350 1.35766 0.14532 -0.12 -2.47 1.03 -0.21
N 0.93345 2.12250 -0.65588 0.22 0.76 0.01 0.17
H -0.75250 -1.86143 0.31204 -0.09 0.46 0.43 0.13
H -0.76453 0.48949 1.41422 0.71 -0.16 -0.18 0.14
H 0.73567 -0.29259 1.78752 -0.08 0.67 -1.53 0.15
```
Forces are in eV/Å.


4.
Below is the molecule C22H24ClN5O3, with properties calculated with ωB97M-V with the def2-TZVPD basis set.

Values from the calculation:
Energy (a.u.): -1812.28063
Molecular weight (g mol⁻¹): 441.92
Multiplicity: 1
Lowest unoccupied orbital energy (eV): -0.28
Structure (SMILES): O=C(CN1CCN(Cc2ccccc2Cl)CC1)N/N=C/C=C\c1ccccc1[N+](=O)[O-]
HOMO-LUMO gap (eV): 7.96
Energy above the lowest of the compared OMol25 structures with the same formula, charge and spin (kJ/mol): 28.0

```
55
Properties=species:S:1:pos:R:3:forces:R:3:lowdin_charge:R:1
O -3.96667 -0.29032 -0.02323 -0.14 0.16 -0.08 0.08
C -3.20926 -1.09311 0.47525 0.07 -0.15 0.03 -0.44
C -2.95390 -2.48830 -0.09623 -0.11 -0.02 -0.26 -0.10
N -1.68526 -2.60293 -0.79611 0.00 -0.06 0.08 -0.15
C -0.52805 -2.86376 0.04024 0.30 -0.13 -0.14 -0.17
C 0.68180 -3.14956 -0.86111 -0.09 -0.08 0.26 -0.16
N 0.97664 -2.06301 -1.77525 0.19 0.03 -0.09 -0.15
C 1.53677 -0.89677 -1.09870 -0.12 -0.09 0.10 -0.18
C 1.89865 0.18153 -2.08003 -0.04 0.09 0.14 -0.24
C 2.84293 -0.08613 -3.06591 -0.03 0.11 0.01 -0.03
C 3.20979 0.87281 -3.99033 0.06 -0.07 -0.03 -0.08
C 2.63534 2.13242 -3.94133 -0.06 0.03 0.03 -0.08
C 1.69050 2.42129 -2.97434 0.00 0.08 -0.04 -0.11
C 1.32453 1.44831 -2.05682 0.12 -0.07 -0.06 -0.57
Cl 0.11300 1.86413 -0.87928 -0.19 0.06 -0.08 0.77
C -0.21060 -1.78737 -2.56456 -0.28 0.13 -0.01 -0.15
C -1.44875 -1.49769 -1.71171 0.18 -0.01 -0.28 -0.16
N -2.42122 -0.80453 1.55641 -0.02 -0.43 0.10 0.09
N -2.20316 0.37286 2.15326 -0.38 0.52 -0.23 0.06
C -2.89696 1.43602 2.05763 -0.65 -0.57 -0.68 -0.09
C -2.48516 2.61085 2.78414 0.49 0.46 0.36 -0.06
C -1.23439 2.94287 3.13762 -0.62 0.23 -0.10 -0.04
C 0.00180 2.26463 2.75959 0.26 -0.35 0.01 -0.16
C 0.99520 3.04394 2.16003 -0.03 -0.19 0.13 -0.05
C 2.14905 2.48155 1.65100 0.11 -0.05 0.06 -0.09
C 2.35374 1.11298 1.73692 -0.07 0.20 0.06 -0.08
C 1.41157 0.32599 2.36878 -0.17 -0.19 0.15 -0.01
C 0.25439 0.89500 2.88787 0.93 0.75 -0.62 -0.12
N -0.59236 0.03469 3.68076 0.41 -0.41 1.34 -0.37
O -1.14953 0.51402 4.64446 0.13 -0.15 -0.13 0.11
O -0.54199 -1.16582 3.43753 0.04 -0.23 0.17 0.01
H -2.99065 -3.23876 0.69620 -0.03 -0.03 -0.01 0.13
H -3.75274 -2.68892 -0.81729 -0.02 0.09 0.21 0.13
H -0.73460 -3.74171 0.65690 0.02 0.02 0.06 0.13
H -0.27664 -2.02378 0.70834 -0.02 -0.05 0.02 0.10
H 1.56143 -3.34989 -0.24540 0.01 -0.03 0.00 0.12
H 0.46941 -4.03341 -1.46815 0.00 -0.06 0.09 0.12
H 2.45109 -1.23861 -0.60061 -0.06 0.04 0.07 0.13
H 0.87370 -0.47700 -0.33083 0.15 -0.08 -0.05 0.06
H 3.27617 -1.07386 -3.09718 0.06 -0.14 -0.01 0.12
H 3.94313 0.64078 -4.74747 0.07 -0.02 -0.07 0.10
H 2.91713 2.89023 -4.65623 0.02 0.07 -0.06 0.10
H 1.22901 3.39550 -2.93004 -0.06 0.07 0.02 0.10
H -0.01203 -0.94324 -3.22732 -0.05 -0.05 -0.04 0.12
H -0.39928 -2.67468 -3.17482 -0.05 0.06 -0.05 0.13
H -2.32333 -1.39476 -2.35725 0.00 0.08 0.00 0.13
H -1.31040 -0.54167 -1.18091 -0.08 -0.03 -0.02 0.09
H -1.82270 -1.51651 1.98371 -0.30 0.27 -0.36 0.12
H -3.80998 1.49849 1.47014 0.05 -0.10 -0.03 0.12
H -3.28527 3.30106 3.01311 0.01 0.13 0.05 0.11
H -1.08211 3.89647 3.62760 -0.07 0.07 0.05 0.12
H 0.83054 4.10715 2.06503 -0.06 0.09 -0.01 0.12
H 2.88791 3.10870 1.17564 0.05 0.07 -0.06 0.11
H 3.24820 0.66837 1.32935 0.09 -0.07 -0.02 0.11
H 1.56356 -0.73655 2.49091 -0.01 -0.01 -0.01 0.12
```
Forces are in eV/Å.


5.
Below is a cluster of 28 separate species, C10H67I2NO29 in total, with properties calculated with ωB97M-V with the def2-TZVPD basis set.

Values from the calculation:
Energy (a.u.): -3253.27103
Molecular weight (g mol⁻¹): 919.43
Multiplicity: 1
Lowest unoccupied orbital energy (eV): -0.63
HOMO-LUMO gap (eV): 8.97

```
109
Properties=species:S:1:pos:R:3:forces:R:3:lowdin_charge:R:1
C -2.89628 2.78900 -1.54713 0.02 -0.19 0.50 0.04
C -2.65268 2.16798 -0.39716 0.07 0.31 -0.01 -0.08
C -1.35481 1.53404 0.01305 -0.17 -0.79 -0.48 -0.36
O -1.63909 0.11016 0.18546 0.20 -0.25 0.26 -0.03
C -0.14587 1.69011 -0.89732 0.21 -0.54 -0.20 -0.01
C 0.99523 2.42411 -0.10770 0.58 -0.80 -0.79 -0.46
C 2.20083 1.46989 -0.22405 -0.09 -0.07 0.56 -0.12
C 1.38372 3.82762 -0.63298 -0.44 0.59 -0.11 -0.62
I 3.30255 4.10196 -1.51595 -0.09 -0.44 0.13 1.11
C 0.58371 4.90237 -0.55769 0.15 -0.04 0.07 -0.76
C -0.79258 4.94791 0.05486 0.20 0.33 -0.22 -0.12
I 1.11820 6.79574 -1.33028 -0.05 -0.10 0.04 1.03
N 0.48492 2.41450 1.25839 -0.55 0.55 -0.22 0.17
C -0.80754 1.99238 1.37736 0.01 0.64 0.02 -0.40
O -1.43451 1.97424 2.41602 -0.31 -0.24 0.07 0.09
H -3.74385 3.45690 -1.59795 -0.41 -0.56 -0.49 0.07
H -2.27520 2.65994 -2.42479 0.32 0.58 0.14 0.08
H -3.47240 2.05894 0.31064 0.26 0.56 0.38 0.12
H -2.28551 0.06169 0.90559 -0.02 0.01 -0.01 0.11
H -0.30485 2.06887 -1.90304 -0.25 0.42 0.20 0.13
H 0.20009 0.66756 -1.06003 0.05 0.03 -0.03 0.12
H 3.06637 1.83054 0.33181 0.06 0.08 -0.13 0.06
H 1.92767 0.49809 0.19120 -0.11 0.04 0.01 0.08
H 2.45630 1.31208 -1.26960 0.16 0.03 0.03 0.06
H -1.49023 4.44594 -0.60698 -0.08 -0.12 0.12 0.06
H -1.12930 5.97683 0.13804 -0.02 -0.03 0.13 0.05
H -0.81781 4.50611 1.04598 -0.11 -0.05 0.00 0.08
H 0.75956 3.15362 1.89426 0.36 -0.32 0.22 0.17
O 4.48376 1.66745 -4.34639 0.16 0.06 0.02 -0.07
H 4.24642 2.21566 -3.59081 -0.12 -0.01 0.08 -0.05
H 3.64550 1.48225 -4.78534 0.03 0.05 -0.07 0.04
O 0.48581 -1.85660 0.76368 -0.38 -0.02 0.28 -0.05
H 0.92775 -1.65302 1.59973 0.18 -0.09 -0.06 0.02
H -0.25510 -1.23445 0.72231 0.00 0.25 -0.26 0.01
O -3.23310 -1.10229 -2.05431 -0.02 -0.29 -0.26 -0.05
H -3.13763 -2.03249 -2.28964 -0.03 -0.03 0.10 0.05
H -2.71906 -1.00595 -1.24306 0.08 0.31 -0.04 0.01
O -4.42949 -0.85506 -5.04328 -0.12 -0.14 0.27 -0.05
H -4.33674 -1.77582 -5.31469 0.01 0.03 -0.10 0.04
H -3.93492 -0.79110 -4.21576 0.10 0.06 0.06 0.00
O 6.49268 3.51189 -2.20906 -0.06 -0.13 -0.16 -0.11
H 6.54350 3.17658 -3.11198 0.00 0.00 0.00 0.03
H 7.39506 3.45958 -1.87926 -0.02 0.07 0.05 0.04
O -1.01405 -4.45090 -0.53321 -0.13 0.06 0.01 -0.06
H -0.49688 -4.99855 0.06739 -0.07 0.03 0.08 0.04
H -0.63380 -3.57326 -0.40765 0.19 0.00 0.04 0.00
O -6.77116 -2.10514 -2.93205 0.07 -0.29 -0.18 -0.05
H -7.52570 -2.00577 -3.52162 -0.03 0.11 0.06 0.04
H -6.03052 -1.74869 -3.43941 -0.02 0.22 0.00 0.01
O -1.70858 -3.20487 2.91242 0.11 0.16 0.08 -0.05
H -2.47611 -3.19538 2.33128 -0.01 -0.17 0.02 0.04
H -0.98946 -2.86197 2.36769 0.04 -0.12 -0.12 0.00
O -0.87533 -5.74556 5.08713 0.01 0.34 0.16 -0.06
H -1.74174 -6.11350 4.88872 0.15 -0.18 -0.30 -0.01
H -0.81411 -4.96329 4.52860 -0.06 0.02 -0.08 0.01
O 2.70527 -2.28368 2.35128 -0.16 -0.03 0.07 -0.06
H 2.77782 -2.59537 1.44039 0.00 -0.04 0.01 0.05
H 3.59617 -2.38861 2.70075 0.01 0.02 -0.03 0.04
O 2.77749 5.71606 1.79654 -0.08 -0.21 0.05 -0.08
H 2.81727 5.40180 0.88469 0.08 0.11 0.09 -0.08
H 3.68870 5.67985 2.10434 0.01 0.08 -0.01 0.04
O -6.08194 -4.50601 -4.89606 0.03 0.12 0.05 -0.07
H -6.30667 -4.06271 -4.06684 -0.02 0.03 0.04 0.00
H -6.91461 -4.56470 -5.37331 0.02 -0.04 -0.02 0.03
O -2.44277 0.42031 5.15639 -0.04 0.00 -0.13 -0.05
H -1.98792 0.71904 4.36015 0.05 0.11 0.01 0.00
H -3.20485 -0.06944 4.83258 0.01 -0.04 0.04 0.03
O 1.80218 -4.98100 -1.34244 -0.06 -0.20 0.05 -0.07
H 0.94884 -5.36876 -1.56595 -0.06 0.17 -0.04 0.03
H 1.85316 -4.18141 -1.88359 0.29 -0.04 -0.04 0.02
O 1.35375 -1.91638 5.41798 -0.15 -0.04 -0.11 -0.04
H 1.76231 -1.61853 4.59839 0.06 -0.03 0.02 0.02
H 0.55577 -2.37044 5.12446 0.00 0.00 -0.01 0.04
O -1.52372 9.05586 -2.90406 0.05 0.03 0.00 -0.08
H -1.39879 9.99554 -2.74061 -0.03 0.00 0.00 0.03
H -0.83555 8.62132 -2.38830 -0.08 -0.03 0.00 -0.08
O -2.11342 -8.21365 5.14162 -0.15 -0.03 0.24 -0.05
H -2.02508 -9.15384 4.96173 -0.08 0.01 -0.07 0.05
H -1.60815 -8.07111 5.94998 0.12 0.00 -0.07 0.05
O 3.45847 2.92762 -6.91692 0.03 -0.06 0.01 -0.06
H 3.54371 2.56869 -7.80535 -0.02 0.02 -0.01 0.04
H 4.34756 2.89205 -6.54649 -0.03 -0.03 0.07 0.02
O 4.88528 7.44978 -1.12312 0.00 -0.01 -0.03 -0.10
H 5.24796 7.76679 -1.95590 0.02 0.00 0.01 0.04
H 4.10898 6.93436 -1.37355 0.01 0.05 0.04 -0.11
O 5.07774 -1.05869 1.45267 0.24 0.02 0.04 -0.05
H 4.49848 -0.37983 1.81652 -0.07 -0.01 -0.09 0.05
H 5.91590 -0.94186 1.91321 0.03 0.01 -0.05 0.06
O 0.17560 -2.52930 8.19041 -0.02 -0.01 -0.04 -0.06
H 0.58525 -2.22590 7.37084 0.10 0.06 0.07 -0.01
H -0.61842 -2.99501 7.91345 0.00 -0.01 0.02 0.03
O 3.47769 -3.28009 -3.11757 0.04 0.14 0.02 -0.05
H 3.95891 -2.44379 -3.05369 -0.07 0.04 0.09 0.02
H 4.15100 -3.95976 -3.01498 -0.05 -0.05 0.02 0.05
O -4.28251 -5.35702 5.47953 0.01 0.04 -0.07 -0.05
H -3.72458 -4.57304 5.49048 0.04 -0.03 0.05 0.03
H -3.68084 -6.09769 5.60712 -0.11 -0.08 0.05 0.01
O -5.09775 2.76180 -3.63725 0.02 0.00 -0.15 -0.06
H -5.68252 3.04975 -4.34527 -0.02 0.01 0.03 0.04
H -4.62695 2.01012 -4.01331 -0.06 -0.06 0.03 0.03
O 4.82719 -0.59704 -1.71432 0.10 -0.18 0.07 -0.05
H 5.49817 0.08755 -1.80542 -0.08 0.05 -0.17 0.04
H 5.09334 -1.07408 -0.91729 -0.16 0.08 0.12 0.02
O 3.18564 -7.80859 -0.28475 -0.11 -0.02 0.01 -0.06
H 3.15289 -8.10983 -1.19732 0.03 0.00 0.00 0.03
H 2.60288 -7.04060 -0.27248 0.13 0.13 -0.05 0.00
O -4.35935 3.14037 3.00322 -0.03 -0.14 -0.07 -0.06
H -3.60610 2.54990 2.88553 0.17 0.10 0.05 -0.01
H -4.64252 2.99033 3.91046 0.02 0.03 0.01 0.04
```
Forces are in eV/Å.